Run a
The following is a quantum chemistry calculation of a molecular structure, C42H112O14, from the OMol25 dataset.

Output
HOMO ... -9.403 eV
LUMO energy ... 0.4 eV

```
! RIJCOSX wB97M-V def2-TZVPD def2/J DEFGRID3
* xyz 0 1
C -0.18 -2.73 3.31
C 1.06 -3.48 3.76
C 2.13 -3.44 2.67
O 1.54 -3.04 5.01
H 0.06 -1.67 3.23
H -1.07 -2.84 3.92
H -0.47 -3.05 2.30
H 0.85 -4.54 3.95
H 1.87 -4.11 1.85
H 3.09 -3.77 3.06
H 2.27 -2.42 2.29
H 0.88 -3.18 5.70
C -1.09 3.45 -4.09
C -1.79 2.51 -3.11
C -1.61 2.99 -1.70
O -3.17 2.39 -3.47
H -1.16 4.52 -3.86
H -1.45 3.27 -5.11
H -0.02 3.23 -4.11
H -1.34 1.52 -3.26
H -2.26 2.42 -1.03
H -1.84 4.04 -1.54
H -0.55 2.83 -1.46
H -3.39 1.45 -3.39
C 1.93 1.32 -3.92
C 2.21 -0.12 -4.37
C 3.62 -0.64 -4.06
O 1.26 -0.99 -3.77
H 2.16 2.03 -4.71
H 2.52 1.62 -3.06
H 0.85 1.28 -3.77
H 2.08 -0.22 -5.45
H 3.78 -1.69 -4.30
H 3.88 -0.46 -3.02
H 4.31 -0.05 -4.67
H 1.60 -1.89 -3.82
C 0.91 3.00 3.61
C 0.71 3.24 5.11
C 0.63 4.71 5.49
O -0.57 2.69 5.47
H 0.51 2.02 3.36
H 1.95 3.08 3.31
H 0.33 3.71 3.02
H 1.45 2.62 5.64
H 1.49 5.30 5.16
H 0.55 4.75 6.58
H -0.24 5.18 5.03
H -0.60 2.58 6.42
C 4.99 0.71 0.12
C 5.07 -0.80 0.19
C 5.21 -1.48 1.51
O 3.95 -1.39 -0.48
H 4.94 0.99 -0.93
H 5.86 1.15 0.62
H 4.15 1.22 0.60
H 5.92 -1.02 -0.47
H 4.44 -1.09 2.17
H 6.16 -1.18 1.97
H 5.08 -2.55 1.46
H 3.20 -0.77 -0.54
C -2.22 5.87 2.52
C -2.81 4.64 1.85
C -1.82 3.48 1.68
O -3.88 4.16 2.62
H -1.40 6.29 1.93
H -1.83 5.57 3.50
H -2.95 6.67 2.61
H -3.15 4.91 0.85
H -1.00 3.63 0.96
H -2.33 2.56 1.41
H -1.25 3.39 2.61
H -3.62 3.48 3.26
C -2.50 -2.68 -6.23
C -1.47 -1.70 -5.72
C -1.69 -0.26 -6.15
O -1.49 -1.75 -4.28
H -2.59 -2.65 -7.31
H -3.47 -2.47 -5.77
H -2.23 -3.70 -5.93
H -0.43 -1.97 -5.97
H -2.62 0.14 -5.74
H -1.76 -0.18 -7.24
H -0.85 0.36 -5.84
H -0.67 -1.38 -3.93
C -0.23 -1.50 -0.56
C 0.38 -0.13 -0.26
C 0.42 0.40 1.16
O 1.69 0.01 -0.85
H 0.55 -2.25 -0.36
H -0.56 -1.47 -1.59
H -0.96 -1.85 0.17
H -0.20 0.61 -0.82
H -0.59 0.58 1.54
H 0.92 1.37 1.09
H 0.87 -0.23 1.93
H 1.47 0.03 -1.79
C 5.46 -0.12 4.85
C 4.02 0.17 5.25
C 2.98 0.35 4.13
O 3.50 -0.80 6.17
H 5.41 -1.00 4.20
H 6.09 -0.36 5.70
H 6.02 0.64 4.31
H 4.02 1.14 5.75
H 1.98 0.42 4.56
H 2.98 -0.59 3.56
H 3.25 1.17 3.47
H 3.26 -1.53 5.59
C -1.85 -0.17 5.32
C -2.05 0.52 3.98
C -3.30 0.00 3.30
O -2.24 1.91 4.26
H -1.67 -1.24 5.20
H -2.75 -0.03 5.93
H -0.98 0.23 5.85
H -1.17 0.37 3.34
H -3.38 -1.09 3.38
H -3.28 0.20 2.23
H -4.23 0.47 3.61
H -1.62 2.16 4.95
C 1.91 4.59 -0.97
C 3.26 5.22 -1.35
C 3.73 4.71 -2.72
O 3.19 6.63 -1.29
H 2.00 3.51 -1.05
H 1.07 4.96 -1.57
H 1.55 4.89 0.02
H 3.93 4.80 -0.60
H 3.65 3.63 -2.87
H 4.77 5.03 -2.79
H 3.18 5.07 -3.59
H 3.79 6.93 -0.61
C 1.46 -6.30 -4.35
C 0.75 -4.95 -4.31
C 0.25 -4.61 -2.91
O 1.68 -3.92 -4.66
H 0.79 -7.15 -4.26
H 2.18 -6.28 -3.53
H 2.06 -6.35 -5.26
H -0.11 -4.93 -4.98
H -0.46 -5.34 -2.51
H -0.17 -3.61 -2.84
H 1.07 -4.58 -2.18
H 1.75 -3.83 -5.62
C -4.83 -0.81 -0.91
C -4.42 -1.16 -2.33
C -5.61 -0.99 -3.29
O -3.33 -0.36 -2.73
H -5.37 -1.60 -0.40
H -5.53 0.03 -0.89
H -3.96 -0.61 -0.29
H -4.13 -2.22 -2.32
H -6.51 -1.48 -2.92
H -5.43 -1.38 -4.30
H -5.81 0.07 -3.41
H -2.70 -0.93 -3.20
C -4.96 -4.58 1.87
C -4.81 -4.56 0.36
C -3.46 -3.98 -0.01
O -4.82 -5.90 -0.11
H -4.23 -5.30 2.26
H -5.93 -4.94 2.23
H -4.75 -3.61 2.31
H -5.60 -3.94 -0.07
H -3.47 -2.97 0.43
H -3.22 -3.84 -1.06
H -2.60 -4.56 0.36
H -4.54 -6.51 0.57
*
```

=====

Run b
The following is a quantum chemistry calculation of 14 unconnected molecules or ions with the total composition C42H112O14, from the OMol25 dataset.

Output
HOMO ... -9.462 eV
LUMO energy ... 0.4 eV

```
! RIJCOSX wB97M-V def2-TZVPD def2/J DEFGRID3
* xyz 0 1
C 7.30 12.97 14.84
C 7.19 13.13 13.34
C 7.40 11.75 12.68
O 5.94 13.67 13.04
H 6.47 12.37 15.24
H 7.11 13.97 15.24
H 8.21 12.47 15.20
H 8.01 13.73 12.95
H 7.52 11.90 11.58
H 6.54 11.09 12.81
H 8.28 11.23 13.04
H 5.85 13.86 12.10
C 11.86 16.58 11.49
C 11.43 17.44 10.30
C 11.07 18.83 10.70
O 12.59 17.45 9.45
H 12.34 15.69 11.10
H 11.05 16.35 12.19
H 12.59 17.13 12.10
H 10.61 16.98 9.73
H 11.95 19.29 11.18
H 10.22 18.82 11.39
H 10.78 19.44 9.83
H 12.46 18.02 8.68
C 13.53 8.67 15.58
C 13.61 8.73 14.07
C 13.38 7.37 13.43
O 12.58 9.56 13.46
H 13.19 9.65 15.95
H 14.53 8.57 16.01
H 12.82 7.91 15.91
H 14.55 9.21 13.77
H 12.46 6.92 13.83
H 14.20 6.69 13.69
H 13.37 7.48 12.33
H 12.80 10.46 13.66
C 9.90 13.80 10.29
C 9.89 14.04 8.82
C 10.28 12.78 8.04
O 8.56 14.52 8.49
H 9.21 12.99 10.49
H 9.64 14.73 10.81
H 10.89 13.56 10.69
H 10.64 14.79 8.54
H 9.60 11.94 8.28
H 11.25 12.42 8.36
H 10.30 12.96 6.97
H 8.43 14.47 7.53
C 10.55 7.98 10.45
C 9.35 8.94 10.45
C 8.81 9.13 9.03
O 8.25 8.59 11.23
H 11.32 8.37 9.80
H 10.31 6.96 10.12
H 10.96 7.82 11.46
H 9.79 9.91 10.73
H 8.33 8.20 8.73
H 9.61 9.38 8.30
H 8.11 9.96 9.03
H 8.46 8.72 12.17
C 17.16 14.21 9.59
C 16.70 14.99 10.82
C 15.20 14.89 11.07
O 17.35 14.52 12.03
H 18.28 14.24 9.49
H 16.75 14.68 8.69
H 16.84 13.16 9.65
H 16.94 16.06 10.70
H 14.66 15.46 10.32
H 14.99 15.33 12.05
H 14.81 13.88 10.99
H 18.30 14.49 11.89
C 9.67 9.58 16.34
C 9.27 8.70 15.15
C 7.76 8.54 15.07
O 9.61 9.30 13.89
H 9.07 10.52 16.37
H 10.75 9.84 16.30
H 9.49 9.08 17.28
H 9.80 7.72 15.21
H 7.29 9.52 15.04
H 7.38 7.95 15.90
H 7.50 7.96 14.18
H 10.58 9.32 13.78
C 16.02 18.90 11.84
C 16.26 18.92 13.35
C 16.37 17.53 13.94
O 17.54 19.55 13.67
H 15.10 18.34 11.59
H 16.89 18.42 11.35
H 15.92 19.91 11.44
H 15.44 19.48 13.82
H 16.58 17.61 15.02
H 17.17 16.98 13.46
H 15.42 16.96 13.87
H 17.55 20.42 13.27
C 15.38 10.03 10.01
C 13.98 10.19 9.45
C 13.12 11.00 10.36
O 14.01 10.96 8.26
H 15.33 9.55 10.99
H 15.84 11.00 10.13
H 16.06 9.53 9.33
H 13.53 9.20 9.23
H 12.16 11.08 9.82
H 13.60 11.98 10.49
H 12.93 10.64 11.35
H 14.47 10.49 7.55
C 15.07 12.94 19.04
C 13.96 12.05 19.56
C 13.43 11.14 18.46
O 14.53 11.28 20.61
H 15.88 12.37 18.59
H 15.45 13.57 19.84
H 14.70 13.64 18.30
H 13.17 12.69 19.99
H 13.15 11.77 17.61
H 12.66 10.49 18.86
H 14.20 10.45 18.12
H 13.85 10.75 21.04
C 16.56 11.30 15.68
C 17.02 11.96 14.41
C 17.29 10.97 13.29
O 15.97 12.87 14.03
H 15.75 10.61 15.39
H 16.29 12.07 16.42
H 17.28 10.71 16.16
H 17.93 12.55 14.66
H 18.00 10.19 13.56
H 17.72 11.48 12.43
H 16.32 10.57 12.99
H 16.38 13.45 13.35
C 13.94 18.73 16.89
C 12.50 18.70 16.38
C 12.42 18.17 14.96
O 11.62 17.88 17.16
H 13.91 19.10 17.90
H 14.53 19.42 16.30
H 14.46 17.77 16.87
H 12.09 19.73 16.43
H 12.88 17.19 14.94
H 12.93 18.90 14.34
H 11.38 17.98 14.65
H 11.57 18.35 18.00
C 9.83 13.57 18.22
C 9.25 14.62 19.22
C 10.24 15.69 19.67
O 7.98 15.11 18.79
H 9.04 12.85 18.01
H 10.64 12.99 18.68
H 10.12 14.06 17.28
H 8.99 14.04 20.11
H 10.54 16.38 18.89
H 11.15 15.30 20.12
H 9.70 16.33 20.37
H 8.13 15.76 18.09
C 11.06 12.76 13.51
C 12.48 13.33 13.70
C 12.61 14.23 14.93
O 13.35 12.18 13.74
H 11.03 12.29 12.51
H 10.36 13.59 13.40
H 10.77 12.05 14.26
H 12.65 13.91 12.78
H 12.56 13.70 15.88
H 11.83 15.00 14.88
H 13.60 14.68 14.83
H 14.29 12.47 13.83
*
```

=====

Least stable: run a

=====

Run a
The following is a quantum chemistry calculation of 2 unconnected molecules or ions with the total composition C10H15NO, from the OMol25 dataset.

Output
HOMO ... -8.179 eV
SMILES ... C[C@H](O)c1ccc[nH]1.CC1C=C1
LUMO energy ... 0.8 eV

```
! RIJCOSX wB97M-V def2-TZVPD def2/J DEFGRID3
* xyz 0 1
C -0.80 -3.12 -1.45
C -0.41 -1.64 -1.34
O 0.37 -1.23 -2.44
C 0.29 -1.38 -0.03
C 1.57 -0.96 0.23
C 1.72 -0.94 1.64
C 0.54 -1.35 2.18
N -0.32 -1.62 1.16
H -1.17 -3.32 -2.45
H -1.57 -3.37 -0.73
H 0.07 -3.75 -1.27
H -1.32 -1.02 -1.40
H 1.22 -1.67 -2.38
H 2.31 -0.67 -0.48
H 2.61 -0.65 2.17
H 0.25 -1.48 3.20
H -1.28 -1.91 1.27
C 0.27 3.92 0.30
C 0.05 2.42 0.35
C -0.76 1.80 1.46
C -1.34 1.85 0.30
H 0.32 4.25 -0.74
H 1.20 4.19 0.79
H -0.55 4.45 0.78
H 0.86 1.85 -0.08
H -0.76 1.53 2.48
H -2.18 1.67 -0.33
*
```

=====

Run b
The following is a quantum chemistry calculation of 2 unconnected molecules or ions with the total composition C10H15NO, from the OMol25 dataset.

Output
HOMO (spin up / spin down) ... -8.099 / -7.370 eV
LUMO energy (spin up / spin down) ... -0.2 / 0.2 eV

```
! RIJCOSX wB97M-V def2-TZVPD def2/J DEFGRID3
* xyz 0 1
C -2.77 -0.18 0.91
C -1.63 2.54 -1.20
C -1.19 -1.68 -2.19
C -1.28 2.42 0.03
C -2.23 -1.33 -1.42
C -1.38 -0.12 0.81
C 3.63 -0.17 0.32
C -0.09 -0.48 1.42
C 2.44 -0.42 1.24
C 1.11 -0.10 0.55
N -2.16 -0.67 -0.25
O -3.85 -0.01 1.39
H -1.70 3.49 -1.73
H -1.90 1.67 -1.80
H -1.36 -2.21 -3.11
H -0.18 -1.43 -1.94
H -0.99 3.06 0.84
H -3.25 -1.57 -1.71
H 3.56 -0.80 -0.57
H 4.56 -0.39 0.83
H 3.64 0.87 -0.01
H -0.02 0.01 2.39
H -0.07 -1.57 1.59
H 2.54 0.19 2.14
H 2.44 -1.47 1.55
H 1.06 0.97 0.32
H 1.06 -0.64 -0.40
*
```

=====

Least stable: run b